No. 1
C40H37As2Cl2IrO3 as an isolated structure. Source: the OMol25 dataset; level of theory: the ωB97M-V functional and the def2-TZVPD basis.

As for the gap between HOMO and LUMO (alpha / beta): 7.8 / 4.8 eV. The relative energy (zero: lowest compared OMol25 entry of this formula, charge and spin) is 12.9 kcal per mole. The spin multiplicity is 6. As for the net charge: +3. As for the molar mass: 978.70 u.

The geometry in XYZ format:
```
85
Properties=species:S:1:pos:R:3:forces:R:3
Ir -0.050 -0.322 0.123 -0.008 0.274 -0.234
C 2.296 1.962 0.006 0.193 -0.133 -0.040
C 3.009 0.783 0.158 0.006 0.206 -0.098
C 2.602 -0.165 1.097 -0.082 -0.001 0.011
C 1.494 0.082 1.930 0.117 0.094 0.068
C 0.783 1.291 1.785 0.087 0.102 0.146
C 1.173 2.212 0.802 -0.173 -0.092 -0.048
H 2.621 2.699 -0.716 -0.012 0.027 0.022
H 3.890 0.603 -0.443 -0.006 -0.018 0.012
H 3.177 -1.071 1.238 -0.057 -0.015 -0.016
H 1.289 -0.579 2.762 -0.076 -0.055 -0.068
H 0.008 1.550 2.497 -0.060 -0.061 -0.063
H 0.634 3.146 0.704 -0.003 0.001 -0.005
C -3.417 -0.692 -1.262 0.260 0.118 0.035
C -3.800 0.561 -0.484 0.188 -0.160 -0.016
As -2.355 1.682 0.279 -1.028 0.273 0.495
C -2.767 3.463 -0.386 0.311 -0.169 0.052
C -3.988 4.019 -0.004 0.007 -0.156 0.013
C -4.318 5.290 -0.446 -0.040 0.003 -0.003
C -3.440 6.001 -1.256 0.033 -0.023 -0.011
C -2.229 5.440 -1.636 -0.022 0.004 0.011
C -1.888 4.167 -1.199 0.135 -0.114 -0.019
C -2.736 1.743 2.167 0.261 -0.070 -0.272
C -2.615 2.938 2.879 0.012 0.048 -0.140
C -2.880 2.948 4.239 0.017 -0.016 0.044
C -3.228 1.769 4.889 0.041 0.021 -0.005
C -3.313 0.571 4.185 0.010 -0.028 0.051
C -3.049 0.553 2.828 0.030 -0.046 -0.175
As -1.999 -1.837 -0.497 -0.704 -0.400 -0.757
C -1.529 -2.948 -2.030 -0.015 0.265 0.119
C -2.585 -3.527 -2.735 -0.010 0.058 0.077
C -2.321 -4.350 -3.819 -0.089 -0.013 0.054
C -1.010 -4.611 -4.189 0.078 -0.041 -0.032
C 0.041 -4.028 -3.495 -0.035 0.015 0.016
C -0.216 -3.194 -2.414 -0.021 0.025 -0.045
C -3.045 -3.102 0.547 0.240 0.236 0.220
C -4.243 -2.695 1.129 0.060 0.122 0.035
C -5.043 -3.618 1.785 -0.002 0.016 -0.004
C -4.642 -4.944 1.870 -0.017 0.034 0.004
C -3.442 -5.347 1.299 -0.028 -0.054 0.024
C -2.641 -4.431 0.636 0.088 0.086 -0.088
H -3.061 -0.436 -2.258 0.036 -0.014 -0.001
H -4.304 -1.315 -1.386 0.051 -0.100 0.045
H -4.455 0.327 0.354 0.058 0.060 0.055
H -4.342 1.238 -1.146 0.012 0.089 0.068
H -4.675 3.470 0.629 -0.010 0.048 0.032
H -5.264 5.722 -0.151 0.010 0.026 -0.017
H -3.702 6.996 -1.589 -0.005 -0.003 -0.002
H -1.546 5.994 -2.266 -0.008 0.014 0.001
H -0.940 3.727 -1.489 0.002 0.035 0.003
H -2.344 3.855 2.370 -0.030 0.023 0.029
H -2.814 3.874 4.792 0.005 -0.008 0.004
H -3.417 1.781 5.955 -0.048 0.001 -0.013
H -3.584 -0.343 4.697 0.019 0.003 0.004
H -3.092 -0.383 2.278 -0.051 -0.008 0.092
H -3.609 -3.357 -2.424 -0.016 -0.051 -0.049
H -3.142 -4.801 -4.361 0.012 -0.018 0.011
H -0.805 -5.289 -5.007 -0.013 0.050 -0.036
H 1.064 -4.229 -3.786 -0.005 -0.043 0.019
H 0.609 -2.739 -1.889 0.044 -0.035 0.094
H -4.571 -1.664 1.073 -0.036 -0.055 -0.024
H -5.979 -3.297 2.220 -0.004 -0.032 0.010
H -5.272 -5.663 2.375 0.025 -0.012 0.006
H -3.133 -6.381 1.362 -0.007 0.001 -0.016
H -1.724 -4.760 0.166 0.012 -0.021 0.001
Cl 0.507 -3.048 1.064 -0.083 -0.182 -0.003
C 1.987 -3.872 1.658 0.355 0.012 0.274
Cl 2.551 -3.150 3.160 -0.029 -0.097 -0.147
H 2.755 -3.782 0.899 -0.041 0.024 -0.042
H 1.719 -4.908 1.828 -0.073 0.020 0.016
O -1.799 1.654 -4.236 -0.059 0.087 -0.156
C -0.816 1.049 -4.815 -0.006 0.017 0.063
C -0.753 1.085 -6.240 -0.015 0.026 -0.311
C 0.289 0.482 -6.886 -0.060 0.065 -0.054
C 1.291 -0.173 -6.148 -0.001 0.025 -0.208
C 1.225 -0.232 -4.737 -0.283 0.144 0.429
C 0.191 0.363 -4.063 0.478 -0.287 -0.092
C 0.097 0.257 -2.586 -0.053 0.045 0.563
O 0.923 -0.422 -1.943 0.151 -0.044 0.204
O -0.856 0.843 -1.971 -0.068 -0.037 -0.412
H -1.693 1.562 -3.250 0.002 -0.062 0.197
H -1.537 1.602 -6.779 -0.007 0.009 0.059
H 0.345 0.518 -7.965 0.034 -0.032 0.009
H 2.122 -0.637 -6.663 -0.011 -0.004 0.008
H 1.985 -0.745 -4.163 0.035 -0.043 -0.083
```
Forces are in eV/Å.

***

No. 2
A single C5H7N molecule. Source: the OMol25 dataset; level of theory: the ωB97M-V functional and the def2-TZVPD basis.

As for the gap between HOMO and LUMO: 7.7 eV. The relative energy (zero: lowest compared OMol25 entry of this formula, charge and spin) is 94.6 kcal per mole. As for the molar mass: 81.12 u.

The geometry in XYZ format:
```
13
Properties=species:S:1:pos:R:3:forces:R:3
C -1.251 -1.232 -0.565 1.496 2.116 -3.778
C -0.665 -0.335 -1.482 -0.323 -3.123 -1.466
C -1.113 -1.079 0.806 -1.911 -0.734 3.003
C 0.138 0.854 0.642 1.978 2.734 0.889
C 1.612 1.297 0.705 -1.972 0.887 -1.975
N -0.432 -0.036 1.208 -0.372 -1.317 -0.480
H -1.864 -1.969 -1.060 -0.086 -0.426 0.526
H -0.536 -0.606 -2.611 -1.279 0.385 2.022
H -1.778 -1.559 1.580 0.942 0.366 -1.144
H 0.051 0.435 -1.354 0.683 0.524 0.986
H 2.207 0.563 0.212 0.626 -0.546 -0.361
H 1.906 1.378 1.711 0.234 0.016 1.385
H 1.726 2.290 0.207 -0.015 -0.882 0.392
```
Forces are in eV/Å.

***

No. 3
A 2-piece molecular cluster, C3H3IO2 overall. Source: the OMol25 dataset; level of theory: the ωB97M-V functional and the def2-TZVPD basis.

As for the gap between HOMO and LUMO (alpha / beta): 8.2 / 8.2 eV. The relative energy (zero: lowest compared OMol25 entry of this formula, charge and spin) is 83.3 kcal per mole. As for the molar mass: 197.96 u.

The geometry in XYZ format:
```
9
Properties=species:S:1:pos:R:3:forces:R:3
C -0.805 -1.114 -1.169 1.515 2.820 0.045
C 0.556 0.639 1.028 -0.031 -0.829 1.961
C 0.434 0.557 -0.412 1.540 -4.124 -1.089
O -1.074 -1.189 -2.300 0.269 -0.181 0.365
O -0.247 1.500 0.152 -1.465 2.125 1.604
I -1.785 -2.265 0.358 0.028 -0.093 0.318
H -0.019 -0.030 1.757 0.677 1.114 -1.382
H 1.522 1.074 1.438 -1.513 -0.297 -0.549
H 1.418 0.829 -0.851 -1.020 -0.536 -1.273
```
Forces are in eV/Å.

***

Question: Number 1 is which compound?
Answer: C40H37As2Cl2IrO3